Formula: C35H44HfN10O4S2
Source: the OMol25 dataset
Level of theory: the ωB97M-V functional and the def2-TZVPD basis

The geometry in XYZ format:
```
96
C35H44HfN10O4S2 | the OMol25 dataset | the ωB97M-V functional and the def2-TZVPD basis
Hf 0.17 0.31 -0.07
C 4.37 -7.45 -1.44
O 3.34 -6.81 -0.70
C 2.12 -6.71 -1.27
C 1.83 -7.11 -2.57
C 0.53 -6.97 -3.03
C -0.46 -6.40 -2.24
C -0.17 -6.04 -0.93
C 1.11 -6.20 -0.45
N -1.74 -6.34 -2.89
N -2.55 -5.41 -2.75
C -2.22 -4.26 -1.93
C -2.97 -4.01 -0.82
C -2.70 -2.90 0.01
C -1.68 -2.04 -0.30
O -1.34 -0.97 0.42
C -0.92 -2.27 -1.49
N 0.08 -1.37 -1.74
C 0.81 -1.55 -2.82
C 0.58 -2.58 -3.74
C -0.41 -3.49 -3.50
C -1.19 -3.37 -2.32
H 5.24 -7.45 -0.80
H 4.59 -6.90 -2.36
H 4.09 -8.48 -1.68
H 2.58 -7.55 -3.21
H 0.26 -7.32 -4.02
H -0.93 -5.65 -0.26
H 1.36 -5.95 0.57
H -3.78 -4.68 -0.56
H -3.29 -2.73 0.90
H 1.63 -0.86 -2.98
H 1.20 -2.65 -4.62
H -0.61 -4.30 -4.19
C -1.99 1.35 2.24
N -1.03 1.18 3.29
C -1.49 1.38 4.66
C -0.25 1.01 5.48
N 0.67 0.43 4.50
C 2.09 0.47 4.82
C 0.16 0.53 3.24
N 0.70 0.09 2.14
C 1.86 -0.80 2.25
C 2.11 -1.44 0.89
N 2.31 -0.40 -0.12
C 3.50 0.06 -0.44
N 3.68 0.92 -1.49
C 2.65 1.66 -2.17
C 5.03 1.46 -1.50
C 5.78 0.41 -0.70
N 4.72 -0.19 0.11
C 5.14 -1.23 1.04
H -2.72 2.07 2.60
H -2.51 0.41 1.99
H -2.13 2.01 0.33
H -2.33 0.72 4.88
H -1.80 2.41 4.82
H -0.48 0.29 6.27
H 0.20 1.89 5.93
H 2.19 0.94 5.80
H 2.64 1.09 4.11
H 2.54 -0.52 4.88
H 1.69 -1.58 3.00
H 2.77 -0.25 2.53
H 1.24 -2.04 0.60
H 2.93 -2.15 0.94
H 1.75 1.05 -2.26
H 2.99 1.87 -3.19
H 2.39 2.58 -1.66
H 5.06 2.44 -1.02
H 5.40 1.56 -2.52
H 6.54 0.83 -0.05
H 6.24 -0.35 -1.34
H 6.16 -1.01 1.32
H 5.11 -2.22 0.60
H 4.55 -1.22 1.96
O 0.92 2.23 0.20
S -0.20 3.10 0.98
N -1.38 1.82 0.99
C -1.60 1.92 -4.15
S -0.81 2.50 -2.66
O -0.88 1.24 -1.78
C -2.04 3.60 -2.03
C -3.30 3.14 -1.67
C -4.22 4.04 -1.17
C -3.88 5.38 -1.05
C -2.63 5.83 -1.41
C -1.68 4.94 -1.90
H -2.55 1.46 -3.90
H -0.93 1.20 -4.62
H -1.75 2.78 -4.81
H -3.56 2.09 -1.79
H -5.21 3.70 -0.89
H -4.61 6.08 -0.67
H -2.37 6.88 -1.32
H -0.69 5.27 -2.16
```

HOMO energy: -11.88 eV
Orbital gap: 6.95 eV
Strongest force on any atom: 0.01132 Eh/bohr
Net charge: +2
Relative energy (zero: lowest compared OMol25 entry of this formula, charge and spin): 0.0 kcal/mol

Results of the Mulliken charge analysis, in e, for atoms 1 through 2: 1.89 -0.90



Formula: C5H7NO2
Source: the OMol25 dataset
Level of theory: the ωB97M-V functional and the def2-TZVPD basis

The geometry in XYZ format:
```
15
C5H7NO2 | the OMol25 dataset | the ωB97M-V functional and the def2-TZVPD basis
C -0.68 -1.79 1.75
C -0.08 -1.00 0.34
C 1.13 -0.33 0.25
C 0.64 0.52 -0.90
C -0.64 0.39 -1.17
H -1.70 -0.95 2.14
H 0.06 -1.83 2.62
H -0.65 -2.96 1.39
H 2.03 -0.59 0.80
H 0.85 2.30 -2.03
H 2.43 1.58 -1.44
H -2.01 1.91 -0.45
N 1.30 1.78 -1.31
O -1.58 1.57 -1.59
O -1.12 -0.60 -0.41
```

HOMO energy: -8.03 eV
Orbital gap: 8.18 eV
Strongest force on any atom: 0.12796 Eh/bohr
Relative energy (zero: lowest compared OMol25 entry of this formula, charge and spin): 153.4 kcal/mol

Results of the Mulliken charge analysis, in e, for atoms 1 through 2: -0.81 0.48



Formula: C2H4Cl4
Source: the OMol25 dataset
Level of theory: the ωB97M-V functional and the def2-TZVPD basis

The geometry in XYZ format:
```
10
C2H4Cl4 | the OMol25 dataset | the ωB97M-V functional and the def2-TZVPD basis
C -20.62 13.18 -3.44
Cl -21.41 14.76 -3.24
Cl -21.32 11.95 -2.28
H -20.82 12.91 -4.48
H -19.56 13.29 -3.25
C -16.86 13.80 -5.02
Cl -17.57 12.46 -5.89
Cl -17.74 15.33 -5.14
H -16.83 13.44 -4.00
H -15.86 13.93 -5.43
```

2S+1: 2
Expectation value of S²: 0.7554
HOMO energy (alpha / beta): -15.54 / -14.45 eV
Orbital gap (alpha / beta): 11.77 / 3.07 eV
Strongest force on any atom: 0.03329 Eh/bohr
Net charge: +1
Relative energy (zero: lowest compared OMol25 entry of this formula, charge and spin): 0.0 kcal/mol

Results of the Mulliken charge analysis, in e, for atoms 1 through 2: 0.00 0.14



Formula: C3H3NO2
Source: the OMol25 dataset
Level of theory: the ωB97M-V functional and the def2-TZVPD basis

The geometry in XYZ format:
```
9
C3H3NO2 | the OMol25 dataset | the ωB97M-V functional and the def2-TZVPD basis
O -0.55 1.99 0.62
C -0.15 0.81 0.09
N 0.65 0.73 -0.95
O 0.96 -0.48 -1.29
C 0.04 -1.44 -0.06
C -0.62 -0.47 0.55
H -0.25 2.70 0.02
H -0.16 -2.50 -0.25
H 0.08 -1.34 1.27
```

HOMO energy: -9.24 eV
Orbital gap: 9.53 eV
Strongest force on any atom: 0.05568 Eh/bohr
Relative energy (zero: lowest compared OMol25 entry of this formula, charge and spin): 152.8 kcal/mol

Results of the Mulliken charge analysis, in e, for atoms 1 through 2: -0.48 0.58



Formula: C22H74N10O15
Source: the OMol25 dataset
Level of theory: the ωB97M-V functional and the def2-TZVPD basis

The geometry in XYZ format:
```
121
C22H74N10O15 | the OMol25 dataset | the ωB97M-V functional and the def2-TZVPD basis
C 0.28 -1.99 -1.97
C -0.89 -1.54 -2.80
O -1.86 -2.61 -2.99
H 0.86 -1.16 -1.55
H 0.99 -2.59 -2.57
H -0.11 -2.65 -1.15
H -0.57 -1.24 -3.76
H -1.35 -0.74 -2.26
H -1.98 -3.18 -2.17
C 0.37 1.02 0.16
C -0.02 2.32 0.78
O -1.40 2.34 0.87
H 1.38 0.68 0.23
H 0.01 0.91 -0.83
H -0.12 0.29 0.79
H 0.32 3.23 0.32
H 0.52 2.41 1.79
H -1.62 2.76 1.67
C 3.88 1.41 3.26
C 4.27 1.98 1.86
O 3.19 2.72 1.26
H 4.67 0.93 3.79
H 3.10 0.65 3.11
H 3.51 2.26 3.82
H 4.57 1.12 1.24
H 5.22 2.61 1.89
H 2.86 2.21 0.57
C -2.25 2.87 -2.66
C -1.55 4.17 -2.27
O -2.26 5.26 -2.75
H -2.21 2.67 -3.73
H -3.22 2.84 -2.20
H -1.76 2.06 -2.21
H -0.48 4.31 -2.46
H -1.66 4.18 -1.22
H -1.79 5.59 -3.51
C 0.74 3.90 4.31
C -0.55 3.31 4.90
O -1.35 2.89 3.79
H 1.26 3.00 4.05
H 1.43 4.54 4.85
H 0.56 4.55 3.47
H -1.08 4.06 5.60
H -0.40 2.40 5.43
H -1.57 1.94 3.78
C -0.58 0.89 -5.31
C 0.44 1.29 -4.25
O 1.71 0.91 -4.75
H -1.56 1.08 -4.86
H -0.36 -0.09 -5.74
H -0.57 1.49 -6.19
H 0.15 0.68 -3.33
H 0.41 2.38 -3.91
H 2.01 0.28 -4.14
C 0.70 -0.16 4.33
C -0.46 -0.60 5.18
O -0.98 -1.70 4.56
H 1.48 -0.86 3.99
H 1.25 0.68 4.83
H 0.40 0.39 3.44
H -1.24 0.13 5.14
H -0.19 -0.78 6.18
H -0.48 -2.45 4.96
C -3.43 -0.55 -0.37
O -2.25 -1.07 0.16
N -3.65 0.72 -0.51
N -4.36 -1.33 -0.88
H -2.90 1.38 -0.16
H -4.56 1.03 -0.90
H -4.15 -2.35 -0.87
H -5.19 -1.01 -1.42
C 0.85 6.16 -0.12
O 0.46 5.64 1.12
N -0.03 6.56 -0.99
N 2.07 6.23 -0.43
H -1.07 6.52 -0.73
H 0.28 6.91 -1.90
H 2.78 5.84 0.23
H 2.44 6.93 -1.06
C 3.69 -0.47 -2.10
O 2.74 0.34 -1.52
N 3.94 -1.57 -1.53
N 4.29 -0.23 -3.23
H 3.36 -1.95 -0.75
H 4.55 -2.23 -2.03
H 4.25 0.68 -3.60
H 4.76 -0.94 -3.78
C -4.12 5.11 4.83
O -3.74 4.63 6.02
N -3.51 4.78 3.74
N -5.04 6.01 4.58
H -2.67 4.16 3.87
H -3.66 5.06 2.78
H -5.56 6.19 5.44
H -5.53 6.32 3.74
C -3.31 0.64 3.16
O -3.45 0.95 4.50
N -4.08 1.17 2.26
N -2.38 -0.22 2.74
H -4.65 1.99 2.56
H -3.99 1.06 1.23
H -1.81 -0.77 3.48
H -2.20 -0.39 1.68
C -3.73 4.49 0.50
O -4.81 5.24 1.13
H -2.74 4.80 0.71
H -3.97 4.54 -0.57
H -3.85 3.43 0.57
H -5.59 5.32 0.52
C 2.21 3.21 -2.17
O 1.97 4.51 -2.53
H 2.93 2.89 -1.40
H 2.51 2.67 -3.04
H 1.19 2.84 -2.00
H 1.96 4.96 -1.69
C 1.70 -2.15 1.39
O 2.37 -2.72 0.30
H 1.86 -2.62 2.33
H 0.68 -1.88 1.21
H 2.07 -1.15 1.62
H 1.93 -3.60 0.16
```

HOMO energy: -8.12 eV
Orbital gap: 8.19 eV
Strongest force on any atom: 0.21042 Eh/bohr
Relative energy (zero: lowest compared OMol25 entry of this formula, charge and spin): 1.8 kcal/mol

Results of the Mulliken charge analysis, in e, for atoms 1 through 2: -0.17 0.09



Formula: C57H133BNO36
Source: the OMol25 dataset
Level of theory: the ωB97M-V functional and the def2-TZVPD basis

The geometry in XYZ format:
```
228
C57H133BNO36 | the OMol25 dataset | the ωB97M-V functional and the def2-TZVPD basis
O 0.57 28.28 7.07
C 1.39 28.58 6.20
O 1.39 28.32 4.81
B 2.46 29.05 4.09
O 3.23 29.69 5.17
C 2.63 29.46 6.42
O 2.96 30.01 7.49
O 1.98 30.06 3.12
C 2.42 29.82 1.96
O 2.26 30.50 0.97
C 3.28 28.59 1.96
O 3.20 28.10 3.21
O 3.95 28.16 1.01
C 3.77 29.53 10.68
N 4.76 28.71 11.49
O 4.87 29.14 12.62
O 5.42 27.83 10.97
H 3.95 30.58 10.92
H 2.76 29.18 10.91
H 3.98 29.21 9.66
C 1.72 24.80 1.96
O 0.75 25.59 1.20
C 0.07 26.52 2.08
C -1.37 26.10 2.38
O -2.34 26.64 1.45
C -2.26 25.96 0.19
H 2.18 24.01 1.36
H 1.35 24.36 2.88
H 2.48 25.54 2.23
H -0.11 27.46 1.55
H 0.57 26.66 3.04
H -1.70 26.40 3.37
H -1.50 25.03 2.51
H -2.30 24.87 0.23
H -1.36 26.32 -0.31
H -3.11 26.33 -0.36
C 5.03 32.52 9.44
O 3.93 33.38 9.67
C 3.22 33.62 8.45
C 2.01 34.57 8.70
O 2.43 35.88 9.05
C 1.30 36.59 9.61
H 5.84 33.08 8.97
H 4.88 31.64 8.81
H 5.34 32.21 10.44
H 2.98 32.73 7.89
H 3.84 34.16 7.73
H 1.68 34.19 9.67
H 1.25 34.45 7.94
H 0.46 36.68 8.92
H 1.60 37.61 9.87
H 1.02 36.14 10.56
C 1.30 33.45 1.63
O 0.59 34.42 2.38
C 0.17 33.86 3.66
C -0.63 34.86 4.56
O 0.25 35.86 4.99
C -0.40 36.76 5.87
H 2.11 32.95 2.17
H 1.69 33.90 0.72
H 0.62 32.68 1.27
H 1.03 33.56 4.27
H -0.43 32.96 3.55
H -1.23 34.33 5.30
H -1.36 35.27 3.86
H -1.13 37.36 5.32
H 0.24 37.41 6.47
H -0.93 36.29 6.69
C -3.33 31.25 7.96
O -2.26 30.70 8.76
C -1.01 31.19 8.30
C 0.05 30.99 9.34
O -0.09 32.01 10.40
C 0.91 32.00 11.38
H -3.29 31.09 6.89
H -3.32 32.33 8.16
H -4.30 30.88 8.31
H -1.03 32.25 8.06
H -0.83 30.74 7.32
H 1.04 30.99 8.89
H 0.06 29.96 9.72
H 1.03 30.97 11.72
H 0.71 32.69 12.20
H 1.87 32.36 11.01
C 7.58 35.09 1.58
O 6.56 34.30 0.99
C 6.71 32.87 1.31
C 5.58 32.17 0.57
O 5.60 32.29 -0.90
C 4.44 31.72 -1.54
H 7.67 34.93 2.66
H 7.16 36.09 1.49
H 8.59 34.95 1.19
H 6.70 32.70 2.39
H 7.65 32.52 0.88
H 4.62 32.55 0.89
H 5.54 31.08 0.67
H 4.34 31.99 -2.59
H 3.47 32.00 -1.14
H 4.55 30.64 -1.50
C -0.92 29.98 0.08
O -1.71 31.21 -0.13
C -2.94 31.15 0.55
C -3.66 32.52 0.26
O -2.84 33.72 0.18
C -2.41 34.21 1.45
H -0.69 29.83 1.13
H 0.00 30.05 -0.50
H -1.52 29.15 -0.30
H -2.82 30.99 1.63
H -3.53 30.39 0.05
H -4.59 32.67 0.80
H -3.94 32.40 -0.78
H -1.78 35.09 1.33
H -1.67 33.53 1.86
H -3.24 34.48 2.11
C 4.02 33.41 4.66
O 5.21 33.46 5.43
C 5.75 34.76 5.42
C 6.98 34.79 6.39
O 8.08 33.96 5.91
C 9.17 33.83 6.79
H 4.11 33.79 3.64
H 3.25 33.91 5.24
H 3.73 32.36 4.63
H 5.11 35.58 5.74
H 6.07 35.01 4.41
H 6.65 34.37 7.33
H 7.32 35.82 6.55
H 10.02 33.21 6.51
H 8.84 33.43 7.75
H 9.53 34.85 6.96
C 3.34 25.77 6.65
O 4.26 24.98 7.39
C 4.02 24.89 8.76
C 5.22 24.41 9.61
O 5.37 23.01 9.51
C 6.47 22.48 10.14
H 2.31 25.56 6.93
H 3.32 25.43 5.62
H 3.50 26.85 6.66
H 3.18 24.21 8.91
H 3.79 25.84 9.25
H 5.15 24.75 10.64
H 6.15 24.93 9.34
H 6.54 21.42 9.93
H 6.19 22.72 11.17
H 7.37 22.97 9.77
C 0.51 29.08 -3.24
O 0.62 27.93 -2.50
C 1.72 27.83 -1.65
C 3.11 27.78 -2.39
O 3.23 26.82 -3.44
C 3.32 25.46 -2.93
H -0.48 29.13 -3.68
H 1.24 29.12 -4.05
H 0.64 30.01 -2.68
H 1.53 26.88 -1.15
H 1.77 28.59 -0.87
H 3.92 27.67 -1.67
H 3.32 28.74 -2.87
H 2.39 25.26 -2.40
H 4.13 25.25 -2.23
H 3.45 24.80 -3.79
C 9.45 25.73 -2.77
O 8.27 25.78 -3.49
C 7.13 25.01 -3.04
C 6.95 24.99 -1.51
O 6.69 26.39 -1.14
C 6.74 26.54 0.24
H 10.07 26.58 -3.04
H 10.06 24.90 -3.12
H 9.39 25.68 -1.68
H 7.28 23.98 -3.36
H 6.24 25.47 -3.48
H 7.70 24.44 -0.95
H 6.12 24.32 -1.29
H 6.00 26.00 0.82
H 6.50 27.59 0.43
H 7.63 26.36 0.85
C 6.32 29.05 7.41
O 7.55 29.38 6.75
C 7.53 30.65 6.09
C 7.00 30.57 4.70
O 7.39 29.35 3.97
C 7.23 29.57 2.54
H 5.99 29.90 8.00
H 6.58 28.18 8.01
H 5.57 28.75 6.67
H 8.59 30.91 6.00
H 7.11 31.42 6.73
H 7.20 31.53 4.23
H 5.91 30.63 4.76
H 7.97 30.30 2.22
H 6.19 29.84 2.37
H 7.53 28.68 1.97
C 4.01 26.35 13.88
O 3.03 26.38 12.87
C 1.80 25.65 13.02
C 1.03 25.48 11.69
O 0.70 26.79 11.13
C 0.27 26.67 9.85
H 4.29 25.32 14.12
H 3.53 26.62 14.83
H 4.94 26.92 13.80
H 1.18 26.25 13.69
H 1.90 24.64 13.40
H 0.15 24.84 11.75
H 1.70 24.94 11.03
H 0.84 26.10 9.12
H 0.15 27.70 9.51
H -0.74 26.26 9.74
C -5.44 27.24 8.31
O -4.54 27.87 7.38
C -3.55 26.93 6.93
C -2.42 27.68 6.15
O -2.86 28.32 4.98
C -2.02 29.40 4.51
H -6.15 26.51 7.93
H -6.07 28.03 8.72
H -4.92 26.63 9.04
H -3.91 26.11 6.30
H -3.10 26.51 7.83
H -1.59 27.01 5.94
H -2.00 28.42 6.83
H -1.64 29.22 3.51
H -1.16 29.67 5.13
H -2.60 30.32 4.55
```

HOMO energy: -7.31 eV
Orbital gap: 8.62 eV
Strongest force on any atom: 0.08376 Eh/bohr
Net charge: -1
Relative energy (zero: lowest compared OMol25 entry of this formula, charge and spin): 9.9 kcal/mol

Results of the Mulliken charge analysis, in e, for atoms 1 through 2: -0.31 0.28